# 1
Formula: C5H10N3S
Source: OMol25
Level of theory: ωB97M-V/def2-TZVPD

The highest occupied orbital energy is -0.505 Eh.

The geometry in ORCA input format:
```
! RIJCOSX wB97M-V def2-TZVPD def2/J DEFGRID3
* xyz 1 1
C 2.60 -1.61 0.08
C 0.89 -0.18 0.06
C -2.95 0.69 0.12
C -0.50 0.45 -0.37
C -1.80 -0.24 0.15
N 3.11 -0.40 0.13
N 2.06 0.45 0.02
N 1.21 -1.47 0.15
S 2.42 2.13 -0.18
H 3.15 -2.60 0.00
H -2.81 1.60 0.72
H -3.83 0.06 0.39
H -3.33 1.09 -0.88
H -0.49 1.47 -0.01
H -0.36 0.47 -1.46
H -2.15 -1.25 -0.39
H -1.54 -0.39 1.21
H 0.46 -2.22 0.39
H 3.86 1.95 -0.14
*
```

***

# 2
Formula: H15HgO8
Source: OMol25
Level of theory: ωB97M-V/def2-TZVPD

The highest occupied orbital energy is -0.510 Eh.

The geometry in ORCA input format:
```
! RIJCOSX wB97M-V def2-TZVPD def2/J DEFGRID3
* xyz 1 1
Hg 0.69 0.95 -2.01
O -0.13 -0.56 -0.51
H 0.28 -0.65 0.37
O -1.55 0.31 -2.86
H -1.84 -0.39 -2.27
H -2.32 0.70 -3.15
O -2.11 1.09 0.17
H -1.69 1.64 0.88
H -1.44 0.40 -0.07
O 0.64 2.41 0.06
H -0.06 3.03 0.03
H 0.53 1.85 0.82
O 0.53 0.43 2.27
H 0.08 1.27 2.46
H -0.12 -0.19 2.52
O 3.23 0.15 1.97
H 2.36 0.52 1.91
H 3.71 0.89 2.40
O 1.70 -2.46 0.06
H 1.29 -3.29 0.03
H 0.99 -1.92 -0.23
O -1.99 -2.05 -1.53
H -1.56 -2.46 -2.30
H -1.21 -1.67 -1.04
*
```

***

# 3
Formula: C3H6N2O2
Source: OMol25
Level of theory: ωB97M-V/def2-TZVPD

The highest occupied orbital energy (alpha / beta) is -0.330 / -0.268 Eh.

The geometry in ORCA input format:
```
! RIJCOSX wB97M-V def2-TZVPD def2/J DEFGRID3
* xyz 0 1
C -2.18 0.95 -0.06
C 1.86 1.41 0.02
C -1.73 -1.41 -0.04
N 0.44 1.47 -0.09
N -1.37 -0.04 -0.07
O -3.33 1.31 -0.03
O 0.01 0.13 -0.11
H 2.21 0.73 -0.72
H 2.07 2.52 0.02
H 2.17 1.04 0.96
H -1.88 -1.79 0.91
H -2.75 -1.42 -0.56
H -0.93 -2.07 -0.51
*
```

***

# 4
Formula: C4H9N3
Source: OMol25
Level of theory: ωB97M-V/def2-TZVPD

The highest occupied orbital energy (alpha / beta) is -0.296 / -0.296 Eh.

The geometry in ORCA input format:
```
! RIJCOSX wB97M-V def2-TZVPD def2/J DEFGRID3
* xyz 0 1
C 1.16 -0.58 -0.72
C 1.95 -0.98 0.49
C -0.88 0.96 0.07
C -0.87 -0.56 0.04
N -2.05 1.59 0.24
N 0.26 1.44 -0.28
N -2.00 -1.13 0.11
H -2.83 0.96 0.44
H -2.11 2.58 0.36
H 0.30 2.43 -0.52
H -1.93 -2.15 0.08
H 1.69 0.08 -1.39
H 0.81 -1.41 -1.33
H 2.97 -1.27 0.19
H 1.48 -1.80 1.02
H 2.05 -0.15 1.19
*
```

***

# 5
Formula: C2H10NO
Source: OMol25
Level of theory: ωB97M-V/def2-TZVPD

The highest occupied orbital energy (alpha / beta) is -0.822 / -0.822 Eh.

The geometry in ORCA input format:
```
! RIJCOSX wB97M-V def2-TZVPD def2/J DEFGRID3
* xyz 2 2
C 0.33 1.17 1.74
N -0.31 1.34 0.41
H -1.28 1.66 0.50
H 0.29 1.89 -0.20
H -0.46 0.45 -0.14
H -0.22 0.49 2.39
H 0.53 2.10 2.27
H 1.36 0.81 1.59
C -0.34 -1.76 -1.65
O 0.35 -1.13 -0.63
H 1.34 -1.17 -0.61
H -1.35 -1.35 -1.63
H -0.38 -2.88 -1.41
H 0.14 -1.60 -2.63
*
```

***

# 6
Formula: C8H9N3O
Source: OMol25
Level of theory: ωB97M-V/def2-TZVPD

The highest occupied orbital energy is -0.333 Eh.

The geometry in ORCA input format:
```
! RIJCOSX wB97M-V def2-TZVPD def2/J DEFGRID3
* xyz 0 1
C -1.38 1.28 -1.46
C -0.11 0.65 -1.05
C 1.09 1.17 -1.58
C 2.32 0.64 -1.13
C 1.37 -0.88 0.25
C 1.51 -2.03 1.21
C 0.88 -2.22 2.37
C 0.11 -0.33 -0.10
H -3.56 0.47 0.89
H -2.17 1.23 1.22
H -3.28 1.61 -0.98
H 1.16 2.08 -2.11
H 3.24 1.18 -1.48
H 2.33 -2.64 0.82
H 0.05 -1.46 2.67
H 1.09 -3.09 2.99
H -0.73 -0.83 0.41
N -2.60 0.52 0.55
N -2.52 1.05 -0.73
N 2.52 -0.39 -0.29
O -1.34 2.00 -2.46
*
```

***

# 7
Formula: C6H5N3OS
Source: OMol25
Level of theory: ωB97M-V/def2-TZVPD

The highest occupied orbital energy is -0.322 Eh.

The geometry in ORCA input format:
```
! RIJCOSX wB97M-V def2-TZVPD def2/J DEFGRID3
* xyz 0 1
C 1.03 1.81 -0.85
C -2.54 -0.90 -0.22
C -2.63 -0.32 0.99
C -0.74 0.30 -0.37
C 1.80 -0.42 0.75
C 1.91 -1.54 0.12
N 1.74 2.71 -1.11
N -1.49 -0.53 -0.96
N 0.33 0.84 -0.98
O 1.92 0.58 1.33
S -1.27 0.72 1.28
H -3.14 -1.64 -0.71
H -3.32 -0.27 1.71
H 1.83 -1.69 -0.97
H 2.70 2.80 -0.67
H 1.88 -2.48 0.64
*
```

***

# 8
Formula: C5H9NO
Source: OMol25
Level of theory: ωB97M-V/def2-TZVPD

The highest occupied orbital energy is -0.349 Eh.

The geometry in ORCA input format:
```
! RIJCOSX wB97M-V def2-TZVPD def2/J DEFGRID3
* xyz 0 1
O 0.97 -2.19 0.55
C 0.46 -1.48 1.37
C -0.23 -0.17 1.03
C 0.27 0.53 -0.25
C 0.00 -0.21 -1.53
C -0.05 0.35 -2.73
N -0.40 0.67 2.20
H 0.37 -1.77 2.43
H -1.21 -0.61 0.75
H -0.10 1.56 -0.21
H 1.35 0.68 -0.10
H -0.54 -1.14 -1.40
H -0.50 -0.11 -3.59
H 0.41 1.31 -2.98
H -1.20 1.29 2.19
H 0.41 1.28 2.27
*
```

***

# 9
Formula: C41H42CdP2
Source: OMol25
Level of theory: ωB97M-V/def2-TZVPD

The highest occupied orbital energy is -0.279 Eh.

The geometry in ORCA input format:
```
! RIJCOSX wB97M-V def2-TZVPD def2/J DEFGRID3
* xyz 0 1
Cd 0.11 1.86 -1.41
C 1.48 5.29 3.22
C 1.57 3.96 3.09
C 1.04 2.84 3.95
C -0.36 2.30 3.60
C -1.39 3.32 3.28
C -1.52 4.57 3.74
C -0.60 5.22 4.70
C 0.48 6.09 3.97
C -1.59 1.76 -2.65
H 2.21 5.91 2.68
H 2.11 3.58 2.21
H 1.09 3.15 5.01
H 1.74 1.99 3.82
H -0.27 1.58 2.76
H -0.75 1.70 4.45
H -2.12 2.98 2.54
H -2.36 5.19 3.41
H -0.16 4.50 5.40
H -1.20 5.89 5.33
H -0.06 6.78 3.28
H 1.02 6.72 4.71
H -1.81 2.82 -2.86
H -2.42 1.28 -2.10
H -1.37 1.17 -3.56
P 1.57 -2.32 -1.73
P -1.49 -2.76 -2.00
C 0.64 -3.08 -0.36
C -0.62 -3.50 -0.62
C 2.75 -3.76 -2.02
C 3.01 -4.74 -1.04
C 3.93 -5.76 -1.30
C 4.55 -5.84 -2.54
C 4.24 -4.92 -3.55
C 3.34 -3.89 -3.29
C 2.53 -1.17 -0.66
C 1.80 -0.13 -0.04
C 2.47 0.80 0.76
C 3.84 0.68 0.98
C 4.55 -0.39 0.40
C 3.90 -1.30 -0.44
C -2.37 -4.38 -2.45
C -1.58 -5.50 -2.80
C -2.16 -6.76 -2.97
C -3.55 -6.89 -2.82
C -4.36 -5.78 -2.53
C -3.76 -4.53 -2.38
C -2.83 -1.92 -1.04
C -3.65 -1.02 -1.76
C -4.70 -0.37 -1.12
C -4.92 -0.57 0.25
C -4.09 -1.43 0.96
C -3.03 -2.09 0.33
H 1.15 -3.20 0.61
H -1.12 -4.27 -0.01
H 2.49 -4.73 -0.09
H 4.14 -6.50 -0.51
H 5.29 -6.62 -2.72
H 4.71 -5.01 -4.53
H 3.07 -3.19 -4.09
H 0.71 -0.08 -0.18
H 1.92 1.65 1.18
H 4.36 1.40 1.62
H 5.61 -0.51 0.61
H 4.46 -2.10 -0.92
H -0.50 -5.38 -2.93
H -1.54 -7.63 -3.22
H -4.01 -7.87 -2.93
H -5.44 -5.88 -2.44
H -4.38 -3.65 -2.18
H -3.45 -0.85 -2.83
H -5.36 0.29 -1.70
H -5.74 -0.04 0.75
H -4.26 -1.60 2.02
H -2.38 -2.74 0.91
C 0.36 6.56 -0.44
C 1.47 5.90 -0.99
C 1.61 4.51 -0.79
C 0.52 3.77 -0.34
C -0.46 4.45 0.39
C -0.61 5.85 0.26
H 0.25 7.63 -0.55
H 2.26 6.47 -1.48
H 2.54 3.98 -1.03
H -1.11 3.93 1.08
H -1.46 6.36 0.75
*
```

***

# 10
Formula: C36H90CuN6NiO16S
Source: OMol25
Level of theory: ωB97M-V/def2-TZVPD

The highest occupied orbital energy (alpha / beta) is -0.463 / -0.463 Eh.

The geometry in ORCA input format:
```
! RIJCOSX wB97M-V def2-TZVPD def2/J DEFGRID3
* xyz 2 4
Ni -2.91 0.01 1.00
Cu 2.46 -1.57 2.07
S -0.31 -0.42 0.79
O -1.44 -1.34 0.78
O 0.52 -0.68 1.97
O 0.46 -0.57 -0.45
O -1.09 0.79 0.91
C 5.26 -1.33 0.46
O 4.04 -2.05 0.55
C 3.53 -2.42 -0.75
C 2.54 -3.58 -0.57
N 1.42 -3.25 0.35
C 0.42 -4.27 0.54
C -0.51 -4.62 -0.68
O 0.19 -5.60 -1.54
C -0.46 -5.71 -2.86
H 5.23 -0.43 -0.14
H 6.10 -1.95 0.13
H 5.60 -1.02 1.45
H 4.22 -2.86 -1.47
H 2.99 -1.62 -1.25
H 3.14 -4.39 -0.15
H 2.27 -3.94 -1.56
H 1.02 -2.34 0.19
H -0.26 -3.92 1.32
H 0.93 -5.14 0.94
H -0.77 -3.67 -1.13
H -1.41 -5.01 -0.20
H -0.50 -4.76 -3.39
H -1.46 -6.13 -2.75
H 0.23 -6.37 -3.37
C -5.05 -3.09 -2.55
O -5.02 -2.47 -1.23
C -4.18 -3.23 -0.39
C -4.15 -2.74 1.09
N -4.50 -1.30 1.22
C -4.93 -1.13 2.63
C -3.71 -1.14 3.56
O -2.90 -0.05 3.06
C -1.85 0.23 4.00
H -5.31 -4.15 -2.59
H -4.07 -2.98 -3.02
H -5.72 -2.59 -3.25
H -3.14 -3.22 -0.73
H -4.51 -4.26 -0.48
H -3.20 -3.00 1.56
H -4.83 -3.37 1.67
H -5.34 -1.33 0.66
H -5.70 -1.83 2.92
H -5.42 -0.15 2.68
H -3.20 -2.09 3.69
H -4.05 -0.91 4.57
H -1.34 1.20 3.93
H -1.14 -0.60 3.93
H -2.17 0.21 5.04
C 3.45 3.58 -3.92
O 3.40 2.12 -3.76
C 2.25 1.53 -3.14
C 2.09 0.13 -3.77
N 0.87 -0.43 -3.21
C 0.64 -1.78 -3.73
C 0.21 -1.84 -5.20
O -0.07 -3.23 -5.56
C -0.81 -3.33 -6.76
H 2.96 4.20 -3.16
H 2.85 3.80 -4.81
H 4.47 3.90 -4.13
H 1.36 2.09 -3.45
H 2.39 1.40 -2.07
H 2.97 -0.49 -3.62
H 2.04 0.32 -4.84
H 0.96 -0.59 -2.22
H -0.08 -2.37 -3.16
H 1.57 -2.35 -3.67
H 0.97 -1.43 -5.88
H -0.74 -1.32 -5.30
H -0.26 -3.13 -7.68
H -1.70 -2.70 -6.71
H -1.12 -4.37 -6.72
C 3.34 -4.40 3.81
O 2.94 -3.09 4.01
C 3.69 -2.32 4.98
C 3.08 -0.83 4.79
N 3.66 -0.13 3.63
C 2.92 1.10 3.30
C 3.92 2.04 2.58
O 4.82 2.42 3.60
C 5.64 3.57 3.29
H 3.17 -5.07 4.66
H 4.40 -4.29 3.57
H 2.86 -4.81 2.92
H 4.73 -2.28 4.66
H 3.55 -2.55 6.04
H 3.41 -0.24 5.65
H 1.99 -0.84 4.83
H 4.60 0.12 3.91
H 2.54 1.69 4.14
H 2.06 0.85 2.69
H 3.43 2.94 2.21
H 4.41 1.65 1.68
H 6.28 3.57 4.17
H 5.08 4.48 3.05
H 6.28 3.45 2.41
C 1.85 6.74 -1.01
O 1.28 5.38 -1.00
C 2.15 4.44 -0.33
C 1.43 3.13 0.05
N 0.67 3.07 1.30
C -0.07 4.26 1.75
C -0.72 4.00 3.07
O -1.47 5.08 3.65
C -0.71 6.25 3.99
H 1.20 7.34 -1.64
H 2.85 6.86 -1.42
H 1.83 7.20 -0.02
H 2.67 4.86 0.52
H 2.96 4.11 -0.99
H 2.22 2.39 0.06
H 0.83 2.75 -0.78
H 0.01 2.32 1.11
H -0.92 4.58 1.15
H 0.67 5.06 1.84
H 0.05 3.55 3.70
H -1.44 3.22 2.81
H -0.32 6.87 3.19
H 0.06 6.02 4.73
H -1.30 7.10 4.32
C -4.59 2.36 2.36
O -4.12 1.66 1.25
C -4.45 2.45 0.03
C -3.64 1.92 -1.16
N -3.31 0.47 -1.03
C -2.22 0.22 -1.93
C -2.50 0.49 -3.41
O -3.65 -0.18 -3.86
C -3.67 -0.46 -5.23
H -5.66 2.54 2.37
H -4.14 3.35 2.41
H -4.30 1.85 3.28
H -4.26 3.52 0.07
H -5.50 2.15 -0.10
H -2.76 2.55 -1.07
H -4.24 2.19 -2.03
H -4.00 -0.07 -1.54
H -1.76 -0.75 -1.70
H -1.37 0.85 -1.68
H -1.66 0.06 -3.96
H -2.54 1.55 -3.67
H -3.38 0.38 -5.87
H -4.62 -0.92 -5.52
H -2.95 -1.27 -5.31
*
```

***

# 11
Formula: C5H10O2
Source: OMol25
Level of theory: ωB97M-V/def2-TZVPD

The highest occupied orbital energy is -0.358 Eh.

The geometry in ORCA input format:
```
! RIJCOSX wB97M-V def2-TZVPD def2/J DEFGRID3
* xyz 0 1
C -2.15 -0.59 -0.05
C -0.77 -0.07 -0.42
O -0.84 1.34 -0.43
C 0.18 -0.52 0.67
C 1.68 -0.16 0.52
C 2.26 0.73 -0.50
O 1.68 1.57 -1.17
H -2.15 -1.68 -0.03
H -2.43 -0.22 0.95
H -2.88 -0.23 -0.76
H -0.44 -0.46 -1.39
H 0.02 1.65 -0.79
H -0.25 0.09 1.54
H 0.12 -1.54 1.03
H 2.41 -0.92 0.85
H 1.14 0.42 1.37
H 3.36 0.66 -0.61
*
```

***

# 12
Formula: C2H4N2S3
Source: OMol25
Level of theory: ωB97M-V/def2-TZVPD

The highest occupied orbital energy is -0.316 Eh.

The geometry in ORCA input format:
```
! RIJCOSX wB97M-V def2-TZVPD def2/J DEFGRID3
* xyz 0 1
C 0.61 0.10 0.60
C -1.13 -0.67 -1.20
H 1.40 3.08 0.53
H 1.08 -0.22 1.58
H -1.09 -1.02 2.46
H -2.13 -1.28 -0.94
N 0.55 1.28 0.27
N -0.49 -0.66 0.14
S 1.69 2.06 1.28
S -0.79 -2.09 1.18
S -0.68 -0.07 -2.64
*
```

***

Number 1: calculated total energy -20644.36062 eV. Number 2: calculated total energy -20788.12813 eV. Number 3: calculated total energy -10276.56470 eV. Number 4: calculated total energy -8760.51098 eV. Number 5: calculated total energy -5751.53683 eV. Number 6: calculated total energy -14957.71858 eV. Number 7: calculated total energy -23653.19471 eV. Number 8: calculated total energy -8867.03974 eV. Number 9: calculated total energy -66334.89367 eV. Number 10: calculated total energy -176988.70644 eV. Number 11: calculated total energy -9439.81784 eV. Number 12: calculated total energy -37620.38773 eV.